# 1
Density functional theory data (ωB97M-V/def2-TZVPD) for a 7-piece molecular cluster, H14O6S overall at a distorted geometry.

Geometry as ORCA input:
```
! wB97M-V def2-TZVPD RIJCOSX def2/J DEFGRID3
* xyz 0 1
S 2.62561 1.95820 -3.97138
H 3.15277 1.81544 -5.18492
H 2.31448 0.66822 -3.95365
H 2.39136 -0.47614 3.20302
H 1.60376 -0.88238 4.40399
O 1.51249 -0.37118 3.60598
H -2.51737 -1.71904 0.30017
H -1.46593 -0.43087 0.48310
O -1.85335 -1.24549 0.76881
H 0.88032 1.25511 -0.71631
H 0.88557 0.94707 0.81112
O 0.78921 0.56573 -0.05304
H -2.21027 -0.20446 2.45604
H -0.94743 0.46708 2.95591
O -1.88926 0.59294 2.90592
H 1.66762 -2.01417 -2.64912
H 1.65381 -1.70420 -1.15869
O 2.22571 -1.77457 -1.91419
H -4.09480 0.42241 -1.22634
H -3.43088 1.23499 -0.09957
O -3.29343 0.89534 -0.96687
*
```

Energy above the lowest of the compared OMol25 structures with the same formula, charge and spin, kcal/mol: 31.3
Orbital gap, eV: 10.1138
Structure (SMILES): O.O.O.O.O.O.S
LUMO energy, eV: 0.38
DFT total energy, Eh: -857.989137



# 2
Density functional theory data (ωB97M-V/def2-TZVPD) for a 7-piece molecular cluster, H14O6S overall at a distorted geometry.

Geometry as ORCA input:
```
! wB97M-V def2-TZVPD RIJCOSX def2/J DEFGRID3
* xyz 1 2
S -0.47380 1.73373 -2.76472
H -1.30818 2.20771 -1.82227
H 0.59898 1.81265 -1.97860
H 2.08444 -2.36821 -1.38482
H 1.42737 -3.02760 -0.06158
O 1.56602 -2.29570 -0.60879
H -1.80149 2.84355 0.88885
H -0.94142 1.48234 0.66309
O -1.73536 1.92667 0.40153
H -1.50729 -1.00953 -0.50857
H -2.45588 -0.03586 0.25326
O -2.33078 -1.04864 -0.08062
H -0.61983 -1.73493 2.69909
H -1.28741 -1.44503 1.26212
O -0.59285 -1.17372 1.85923
H 1.70787 1.39991 1.21559
H 0.98819 -0.08871 0.71952
O 0.92317 0.89222 0.82417
H 2.10490 -0.87706 2.61829
H 2.66292 -1.98124 1.63761
O 2.91076 -1.41553 2.35873
*
```

Energy above the lowest of the compared OMol25 structures with the same formula, charge and spin, kcal/mol: 23.3
Orbital gap (spin up / spin down), eV: 9.6307 / 3.7530
LUMO energy (spin up / spin down), eV: -4.19 / -10.07
DFT total energy, Eh: -857.622334
⟨S²⟩: 0.75



# 3
Density functional theory data (ωB97M-V/def2-TZVPD) for a 7-piece molecular cluster, H14O6S2 overall at a distorted geometry.

Geometry as ORCA input:
```
! wB97M-V def2-TZVPD RIJCOSX def2/J DEFGRID3
* xyz 0 1
S 3.72319 -0.05281 -1.38735
S 4.24491 -0.03843 0.61974
H 2.45692 0.39522 -1.13198
H 5.32760 0.72258 0.60552
H -0.31580 -1.09150 1.63833
H -1.46198 -0.15779 1.24250
O -1.28827 -1.08741 1.53042
H -1.77461 -1.43522 -0.36876
H -2.20426 -2.45897 -1.47857
O -2.47323 -1.66289 -1.01416
H 0.67640 1.66326 0.13469
H -0.24006 1.39279 -1.07165
O 0.65521 1.23686 -0.72826
H -2.50658 1.27753 -2.18858
H -2.26919 -0.08186 -1.62152
O -2.03098 0.87831 -1.44724
H -1.86015 1.82170 0.28678
H -2.26266 1.94296 1.76075
O -1.56732 1.60199 1.18901
H 1.85105 -0.85203 1.14570
H 1.89340 -2.33615 0.88023
O 1.42639 -1.67816 1.40438
*
```

Energy above the lowest of the compared OMol25 structures with the same formula, charge and spin, kcal/mol: 9.9
Orbital gap, eV: 9.2764
Structure (SMILES): SS.O.O.O.O.O.O
LUMO energy, eV: 0.32
DFT total energy, Eh: -1256.209246



# 4
Density functional theory data (ωB97M-V/def2-TZVPD) for a 7-piece molecular cluster, H14O7 overall at a distorted geometry.

Geometry as ORCA input:
```
! wB97M-V def2-TZVPD RIJCOSX def2/J DEFGRID3
* xyz 0 1
O 11.87409 -1.33924 -30.54415
H 11.03064 -1.36128 -30.11428
H 11.53880 -1.42130 -31.42922
O 9.59940 -5.55455 -29.65722
H 9.76049 -5.84345 -28.76767
H 10.36779 -5.12810 -30.00022
O 14.54434 -5.10961 -29.27472
H 14.10794 -5.82380 -28.89728
H 15.44956 -5.20850 -29.00210
O 12.02200 -4.28048 -30.09070
H 12.28510 -3.55748 -30.62428
H 12.80174 -4.80714 -30.10780
O 12.73487 -7.47387 -28.52624
H 12.51041 -6.62577 -28.19052
H 11.99848 -8.02484 -28.49002
O 10.44848 -3.59565 -27.63149
H 11.10989 -3.80853 -28.26590
H 9.93115 -2.83334 -27.99827
O 12.33886 -1.47582 -27.50038
H 13.13184 -1.98166 -27.21932
H 12.42560 -1.58292 -28.40342
*
```

Energy above the lowest of the compared OMol25 structures with the same formula, charge and spin, kcal/mol: 51.7
Orbital gap, eV: 10.3735
Structure (SMILES): O.O.O.O.O.O.O
LUMO energy, eV: 0.15
DFT total energy, Eh: -535.041529